2 unconnected molecules or ions with the total composition C3H7N2O in a non-equilibrium geometry. Source: the Open Molecules 2025 dataset; level of theory: the ωB97M-V functional and the def2-TZVPD basis.

## Properties
Net charge ... +1
Lowest unoccupied orbital energy ... -4.81 eV
Frontier orbital gap ... 0.346 Eh
Spin multiplicity ... 1

XYZ file:
```
13
C3H7N2O (the ωB97M-V functional and the def2-TZVPD basis)
C 1.908 -1.714 -0.278
C -2.535 -0.084 0.069
C 0.854 0.502 0.016
N -1.796 0.870 0.445
N 1.476 -0.524 -0.272
O 1.329 1.726 -0.102
H 2.493 -2.118 0.573
H 2.199 -2.150 -1.170
H -2.083 -0.606 -0.746
H -3.551 -0.152 0.352
H -0.339 0.519 0.233
H -2.255 1.712 0.917
H 2.299 2.018 -0.036
```



A molecular structure, C27H34N6O4PPdSe2 in a non-equilibrium geometry. Source: the Open Molecules 2025 dataset; level of theory: the ωB97M-V functional and the def2-TZVPD basis.

## Properties
Net charge ... -1
Lowest unoccupied orbital energy (spin up / spin down) ... 2.24 / 2.24 eV
Frontier orbital gap (spin up / spin down) ... 0.231 / 0.231 Eh
Spin multiplicity ... 1

XYZ file:
```
75
C27H34N6O4PPdSe2 (the ωB97M-V functional and the def2-TZVPD basis)
Pd 0.464 1.283 -0.926
O 3.071 6.531 -2.907
C 3.403 5.618 -1.876
C 2.593 4.305 -1.988
C 2.525 3.838 -3.452
O 3.740 3.950 -4.148
C 3.342 3.307 -1.101
Se 2.864 1.392 -1.185
C 1.186 4.607 -1.474
Se -0.268 3.351 -1.988
H 3.300 7.416 -2.608
H 3.189 6.060 -0.894
H 4.479 5.392 -1.925
H 1.739 4.415 -3.956
H 2.244 2.778 -3.469
H 3.916 4.895 -4.243
H 3.255 3.607 -0.053
H 4.399 3.317 -1.379
H 0.865 5.569 -1.879
H 1.189 4.665 -0.380
C -0.228 -5.248 3.345
O -0.307 -4.390 4.451
C -1.202 -3.345 4.413
C -1.248 -2.552 5.560
C -2.119 -1.493 5.646
C -2.947 -1.158 4.568
C -2.897 -1.965 3.425
C -2.046 -3.050 3.351
N -3.903 -0.175 4.729
N -4.226 0.668 3.857
C -3.499 0.964 2.747
C -4.232 1.312 1.602
C -3.643 1.394 0.367
C -2.265 1.129 0.175
O -1.760 0.956 -0.977
C -1.460 1.084 1.382
N -0.124 1.201 1.247
C 0.646 1.237 2.318
C 0.126 1.213 3.610
C -1.234 1.102 3.783
C -2.070 0.994 2.661
H 0.528 -5.991 3.601
H 0.087 -4.720 2.438
H -1.179 -5.757 3.152
H -0.578 -2.790 6.372
H -2.160 -0.889 6.541
H -3.557 -1.747 2.597
H -2.043 -3.647 2.451
H -5.306 1.398 1.709
H -4.236 1.578 -0.514
H 1.718 1.307 2.157
H 0.789 1.297 4.460
H -1.669 1.140 4.772
C 0.990 -4.082 -2.412
N 1.733 -2.976 -2.987
C 1.066 -2.544 -4.205
N -0.332 -2.192 -4.011
C -1.013 -3.327 -3.416
N -0.414 -3.787 -2.171
C -0.575 -2.808 -1.112
P 0.232 -1.151 -1.485
C 1.862 -1.875 -2.052
C -0.494 -0.995 -3.201
H 1.468 -4.367 -1.471
H 1.048 -4.927 -3.109
H 1.113 -3.372 -4.923
H 1.603 -1.689 -4.625
H -0.976 -4.159 -4.128
H -2.058 -3.063 -3.234
H -0.134 -3.206 -0.190
H -1.643 -2.647 -0.927
H 2.422 -2.208 -1.168
H 2.437 -1.071 -2.530
H -0.019 -0.137 -3.700
H -1.562 -0.767 -3.106
```



2 unconnected molecules or ions with the total composition C12H23B in a non-equilibrium geometry. Source: the Open Molecules 2025 dataset; level of theory: the ωB97M-V functional and the def2-TZVPD basis.

## Properties
Expectation value of S² ... 2.020
Lowest unoccupied orbital energy (spin up / spin down) ... -0.45 / -4.37 eV
Frontier orbital gap (spin up / spin down) ... 0.110 / 0.100 Eh
Spin multiplicity ... 3

XYZ file:
```
36
C12H23B (the ωB97M-V functional and the def2-TZVPD basis)
B -1.434 0.992 2.054
C -2.869 -0.970 -0.046
C 3.453 -0.135 -0.666
C -2.440 0.296 -0.044
C 3.032 0.591 0.487
C -2.051 -2.147 0.517
C -4.123 -1.371 -0.783
C 4.195 0.493 -1.618
C 3.002 -1.421 -0.990
C -3.129 1.402 -0.830
C 3.137 2.107 0.704
C -1.178 0.869 0.512
C 2.459 -0.157 1.445
H -0.860 0.298 2.928
H -2.619 -2.863 1.228
H -1.460 -2.635 -0.194
H -1.290 -1.688 1.150
H -3.963 -2.391 -1.157
H -4.838 -1.255 0.041
H -4.383 -0.820 -1.648
H 4.428 1.516 -1.630
H 4.550 0.070 -2.565
H -2.300 1.700 2.576
H 3.607 -1.839 -1.874
H 3.279 -2.204 -0.355
H 1.933 -1.446 -1.060
H -2.607 1.813 -1.725
H -4.239 1.234 -1.008
H -3.208 2.176 -0.143
H 2.477 2.324 1.640
H 4.221 2.264 0.711
H 2.578 2.722 -0.047
H -0.287 0.179 0.311
H -0.773 1.803 0.081
H 2.023 0.153 2.355
H 2.583 -1.241 1.471
```



2 unconnected molecules or ions with the total composition C14H16 in a non-equilibrium geometry. Source: the Open Molecules 2025 dataset; level of theory: the ωB97M-V functional and the def2-TZVPD basis.

## Properties
Lowest unoccupied orbital energy ... 0.91 eV
Frontier orbital gap ... 0.358 Eh
Spin multiplicity ... 1

XYZ file:
```
30
C14H16 (the ωB97M-V functional and the def2-TZVPD basis)
C 1.103 -3.154 2.338
C 1.601 -2.186 1.301
C 1.576 -0.819 1.590
C 2.119 0.031 0.648
C 2.523 -0.377 -0.614
C 2.546 -1.733 -0.892
C 2.098 -2.621 0.088
H 1.894 -3.550 2.973
H 0.637 -3.995 1.822
H 0.402 -2.666 3.006
H 1.193 -0.372 2.499
H 2.188 1.098 0.794
H 2.869 0.267 -1.360
H 2.871 -2.112 -1.841
H 2.043 -3.679 -0.130
C -3.609 0.882 0.812
C -2.514 1.347 -0.143
C -1.525 0.446 -0.546
C -0.475 0.887 -1.337
C -0.554 2.170 -1.873
C -1.585 3.049 -1.533
C -2.598 2.624 -0.675
H -3.211 0.654 1.803
H -3.947 -0.106 0.480
H -4.426 1.589 0.751
H -1.565 -0.577 -0.186
H 0.383 0.299 -1.597
H 0.237 2.576 -2.495
H -1.403 4.042 -1.912
H -3.442 3.283 -0.555
```



3 unconnected molecules or ions with the total composition C17H40BN2O4 in a non-equilibrium geometry. Source: the Open Molecules 2025 dataset; level of theory: the ωB97M-V functional and the def2-TZVPD basis.

## Properties
Net charge ... -1
Lowest unoccupied orbital energy ... 2.54 eV
Frontier orbital gap ... 0.252 Eh
Spin multiplicity ... 1

XYZ file:
```
64
C17H40BN2O4 (the ωB97M-V functional and the def2-TZVPD basis)
C 2.892 -0.602 3.699
C 2.747 0.376 5.006
O 3.761 0.346 5.915
O 1.614 1.252 5.335
C 0.798 1.593 4.162
B -0.507 0.581 4.124
O -1.649 0.894 3.241
C -2.506 -0.323 3.422
C -2.101 -0.871 4.947
O -1.111 0.156 5.412
H 2.795 0.026 2.689
H 3.847 -1.298 3.708
H 1.933 -1.313 3.699
H 1.383 1.677 3.152
H 0.356 2.681 4.372
H -0.082 -0.419 3.626
H -2.029 -1.049 2.612
H -3.642 -0.233 3.155
H -1.421 -1.850 5.000
H -3.019 -1.103 5.646
C 1.321 0.817 -1.695
C 2.819 0.967 -1.439
N 3.466 -0.235 -0.902
C 4.843 0.008 -0.454
C 5.872 0.395 -1.513
C 3.277 -1.468 -1.669
C 3.758 -1.475 -3.116
H 0.787 0.548 -0.778
H 0.912 1.767 -2.056
H 1.108 0.064 -2.459
H 2.935 1.782 -0.713
H 3.297 1.302 -2.365
H 5.210 -0.874 0.085
H 4.818 0.805 0.301
H 6.193 -0.468 -2.099
H 6.769 0.795 -1.025
H 5.504 1.167 -2.195
H 2.209 -1.720 -1.661
H 3.749 -2.305 -1.137
H 3.518 -0.549 -3.645
H 3.275 -2.294 -3.661
H 4.833 -1.647 -3.180
C -5.524 -1.447 -3.134
C -4.916 -0.782 -1.901
N -3.458 -0.628 -1.951
C -2.883 -0.201 -0.670
C -3.264 1.183 -0.151
C -2.921 0.060 -3.127
C -3.393 1.488 -3.380
H -5.102 -2.444 -3.296
H -6.605 -1.557 -2.998
H -5.373 -0.851 -4.039
H -5.173 -1.415 -1.043
H -5.417 0.179 -1.743
H -1.789 -0.267 -0.722
H -3.169 -0.938 0.093
H -2.727 1.974 -0.679
H -2.988 1.268 0.907
H -4.337 1.378 -0.222
H -3.151 -0.540 -4.015
H -1.824 0.056 -3.083
H -4.465 1.615 -3.209
H -3.197 1.761 -4.424
H -2.852 2.205 -2.762
```



C3H3FN2OS in the gas phase in a non-equilibrium geometry. Source: the Open Molecules 2025 dataset; level of theory: the ωB97M-V functional and the def2-TZVPD basis.

## Properties
Lowest unoccupied orbital energy ... 0.62 eV
Frontier orbital gap ... 0.321 Eh
Spin multiplicity ... 1

XYZ file:
```
11
C3H3FN2OS (the ωB97M-V functional and the def2-TZVPD basis)
O 0.406 1.580 1.462
N 0.068 0.613 0.592
C -1.210 0.100 0.351
F -2.253 0.639 0.900
C -1.124 -0.882 -0.572
N 0.270 -0.936 -0.804
C 1.001 -0.062 -0.159
S 2.629 0.400 -0.431
H 1.288 1.853 0.981
H -1.730 -1.609 -1.008
H 0.654 -1.698 -1.312
```



Summary of calculated total energy in eV
-8242.034 -189142.585 -13483.734 -14777.184 -30122.443 -21737.711
(order as listed above)
Summary of energy relative to the best compared isomer or geometry (same formula, charge and spin) in kJ/mol
396.11 79.05 123.82 56.07 396.38 195.32
(order as listed above)